The following is a quantum chemistry calculation of a cluster of 10 separate species, C57H112N6O21 in total in a non-equilibrium geometry, from the Open Molecules 2025 dataset.

Computed properties:
Highest occupied orbital energy = -8.02 eV
Max |F| = 1.87 eV Å⁻¹
Kohn-Sham gap = 8.4116 eV
SMILES = Oc1ccc(O)cc1.Oc1ccc(O)cc1.Oc1ccc(O)cc1.COCCNCCOC.COCCNCCOC.COCCNCCOC.COCCNCCOC.COCCNCCOC.COCCNCCOC.O=C1OCCO1

Positions of all 196 atoms, in Å:
O  2.35  5.73  3.60
C  1.41  4.98  4.28
C  0.73  4.09  3.47
C  -0.26  3.28  4.03
C  -0.65  3.47  5.35
O  -1.78  2.88  5.82
C  0.12  4.31  6.15
C  1.21  5.03  5.65
H  2.91  6.20  4.22
H  1.05  3.96  2.44
H  -0.74  2.60  3.34
H  -1.85  2.89  6.78
H  -0.18  4.41  7.19
H  1.69  5.71  6.33
O  -1.82  -3.73  -0.07
C  -1.85  -4.95  0.56
C  -3.05  -5.59  0.84
C  -3.06  -6.73  1.63
C  -1.84  -7.18  2.16
O  -1.88  -8.35  2.88
C  -0.65  -6.59  1.80
C  -0.63  -5.51  0.92
H  -2.60  -3.62  -0.62
H  -3.93  -5.13  0.40
H  -3.95  -7.33  1.79
H  -1.08  -8.87  2.80
H  0.29  -6.90  2.24
H  0.27  -4.97  0.69
O  3.33  -1.10  -3.06
C  2.86  -0.81  -4.32
C  2.47  0.49  -4.53
C  2.00  0.85  -5.78
C  1.89  -0.11  -6.79
O  1.20  0.16  -7.95
C  2.39  -1.38  -6.59
C  2.84  -1.75  -5.33
H  3.35  -2.06  -2.84
H  2.52  1.21  -3.73
H  1.71  1.86  -6.02
H  0.47  0.75  -7.76
H  2.40  -2.18  -7.32
H  3.16  -2.78  -5.21
C  0.15  -3.68  -3.80
O  1.41  -3.44  -3.23
C  1.91  -4.48  -2.42
C  3.42  -4.45  -2.32
N  3.97  -3.36  -1.51
C  5.40  -3.19  -1.62
C  5.81  -2.09  -0.68
O  5.40  -2.42  0.65
C  5.59  -1.39  1.58
H  -0.06  -2.88  -4.51
H  -0.60  -3.71  -2.99
H  0.09  -4.64  -4.32
H  1.67  -5.46  -2.87
H  1.36  -4.47  -1.47
H  3.92  -4.49  -3.29
H  3.61  -5.42  -1.85
H  3.77  -3.59  -0.54
H  5.68  -2.81  -2.60
H  5.91  -4.15  -1.41
H  5.36  -1.14  -1.00
H  6.89  -1.94  -0.62
H  5.20  -0.42  1.24
H  6.63  -1.35  1.91
H  4.93  -1.61  2.43
C  -6.32  4.26  -2.31
O  -5.43  4.62  -3.32
C  -4.66  3.52  -3.77
C  -3.47  3.24  -2.87
N  -2.48  4.30  -2.73
C  -1.44  3.92  -1.82
C  -0.57  5.08  -1.34
O  -1.30  6.24  -0.99
C  -0.47  7.37  -0.73
H  -5.88  4.03  -1.34
H  -7.04  3.47  -2.59
H  -7.04  5.08  -2.18
H  -4.20  3.71  -4.75
H  -5.25  2.60  -3.80
H  -2.94  2.33  -3.16
H  -3.85  2.93  -1.88
H  -2.97  5.13  -2.40
H  -0.67  3.28  -2.26
H  -1.73  3.33  -0.94
H  0.16  5.27  -2.14
H  0.01  4.78  -0.46
H  -1.08  7.98  -0.07
H  -0.26  7.91  -1.66
H  0.46  7.02  -0.27
C  -1.14  0.38  -3.91
O  -2.37  -0.05  -4.43
C  -2.87  -1.15  -3.71
C  -4.18  -1.60  -4.33
N  -5.16  -0.51  -4.19
C  -6.43  -0.71  -4.86
C  -7.18  -2.00  -4.55
O  -7.49  -2.10  -3.18
C  -8.11  -3.35  -2.91
H  -1.22  0.52  -2.83
H  -0.65  1.26  -4.32
H  -0.40  -0.42  -4.09
H  -3.09  -0.83  -2.68
H  -2.12  -1.94  -3.75
H  -4.59  -2.53  -3.92
H  -4.06  -1.82  -5.40
H  -4.69  0.28  -4.62
H  -6.29  -0.76  -5.95
H  -7.05  0.14  -4.58
H  -6.47  -2.76  -4.92
H  -8.08  -2.11  -5.16
H  -8.74  -3.20  -2.04
H  -7.29  -4.07  -2.76
H  -8.60  -3.80  -3.78
C  6.42  4.91  -5.39
O  5.17  5.25  -4.84
C  4.41  4.12  -4.41
C  3.51  4.54  -3.21
N  4.23  5.32  -2.23
C  5.11  4.62  -1.29
C  4.36  3.59  -0.44
O  5.15  3.42  0.74
C  4.49  2.56  1.65
H  6.37  4.42  -6.37
H  7.06  4.45  -4.62
H  6.94  5.86  -5.58
H  5.06  3.27  -4.14
H  3.83  3.79  -5.27
H  3.26  3.53  -2.86
H  2.65  5.15  -3.48
H  4.71  6.03  -2.77
H  5.49  5.42  -0.65
H  5.91  4.10  -1.82
H  4.38  2.60  -0.91
H  3.34  3.82  -0.12
H  5.20  2.23  2.40
H  4.23  1.67  1.05
H  3.54  2.93  2.04
C  -5.22  -2.57  -0.68
O  -4.03  -2.13  -0.03
C  -4.47  -1.44  1.15
C  -3.32  -0.80  1.87
N  -2.38  -1.80  2.41
C  -1.19  -1.19  2.95
C  -0.16  -2.17  3.50
O  0.48  -2.88  2.45
C  1.69  -3.47  2.89
H  -5.97  -1.84  -0.97
H  -5.67  -3.37  -0.07
H  -4.97  -2.97  -1.67
H  -5.14  -2.05  1.76
H  -5.16  -0.67  0.81
H  -3.72  -0.23  2.71
H  -2.89  -0.07  1.17
H  -2.20  -2.45  1.66
H  -1.53  -0.63  3.83
H  -0.68  -0.50  2.26
H  -0.75  -2.86  4.13
H  0.50  -1.53  4.09
H  1.50  -4.27  3.61
H  2.48  -2.79  3.24
H  2.07  -3.89  1.95
C  2.06  0.56  4.05
O  2.52  -0.05  5.24
C  2.28  0.80  6.35
C  0.89  0.80  6.95
N  0.66  -0.44  7.69
C  -0.74  -0.47  8.20
C  -1.01  -1.80  8.90
O  -0.70  -1.73  10.27
C  -0.60  -2.97  10.91
H  0.96  0.61  4.05
H  2.30  -0.02  3.16
H  2.39  1.56  3.76
H  2.69  1.80  6.19
H  2.95  0.39  7.12
H  0.09  0.90  6.21
H  0.87  1.75  7.51
H  1.23  -0.37  8.53
H  -1.36  -0.45  7.30
H  -0.97  0.39  8.83
H  -0.51  -2.63  8.39
H  -2.07  -2.05  8.73
H  0.06  -2.92  11.78
H  -0.25  -3.79  10.28
H  -1.55  -3.20  11.42
O  0.88  2.18  0.27
C  0.94  1.00  0.10
O  1.78  0.17  0.70
C  1.75  -1.11  0.07
C  0.41  -1.06  -0.70
O  0.08  0.35  -0.72
H  2.53  -1.30  -0.66
H  1.72  -1.78  0.92
H  -0.34  -1.62  -0.14
H  0.45  -1.49  -1.69

These are the Mulliken partial charges, in e, on atoms 1 to 8: O -0.52; C 0.86; C -0.77; C -0.27; C 0.06; O -0.57; C -0.28; C -1.23



The following is a quantum chemistry calculation of a cluster of 12 separate species, C57H120Cl9N7O15P in total in a non-equilibrium geometry, from the Open Molecules 2025 dataset.

Computed properties:
Multiplicity = 6
Highest occupied orbital energy (alpha / beta) = -0.37 / -0.37 eV
Max |F| = 5.11 eV Å⁻¹
Kohn-Sham gap (alpha / beta) = 3.0978 / 3.0671 eV
Net charge = -2

Positions of all 209 atoms, in Å:
C  -0.79  2.42  -7.47
C  -0.33  3.10  -6.22
C  -0.63  4.61  -6.07
O  -2.00  4.82  -6.20
C  -2.53  6.10  -5.92
N  -0.91  2.33  -5.05
H  -0.64  2.71  -4.15
H  -1.95  2.31  -4.99
H  -0.63  1.35  -5.09
H  -1.85  2.20  -7.48
H  -0.29  1.47  -7.64
H  -0.55  3.00  -8.37
H  0.74  3.03  -6.05
H  0.03  5.07  -6.81
H  -0.23  4.99  -5.12
H  -3.61  6.15  -6.10
H  -1.98  6.90  -6.42
H  -2.41  6.27  -4.84
C  0.58  -2.21  -2.14
C  -0.17  -1.47  -1.00
C  0.82  -0.97  0.07
O  0.16  -0.35  1.17
C  0.82  0.78  1.78
N  -0.70  -0.26  -1.74
H  -1.71  -0.27  -1.92
H  -0.51  0.67  -1.37
H  -0.57  -0.20  -2.76
H  0.90  -3.20  -1.81
H  1.40  -1.66  -2.60
H  -0.10  -2.48  -2.95
H  -0.98  -2.08  -0.61
H  1.62  -0.35  -0.35
H  1.40  -1.85  0.35
H  1.74  0.47  2.29
H  0.23  1.32  2.52
H  1.23  1.67  1.28
P  -2.96  0.04  -4.06
O  -3.55  1.39  -4.58
O  -3.99  -1.03  -4.52
O  -3.27  0.10  -2.52
O  -1.42  -0.25  -4.32
Cl  1.83  2.82  -2.24
O  0.43  2.80  -1.98
O  2.07  3.76  -3.31
O  2.55  3.10  -1.03
O  2.17  1.52  -2.77
C  -7.15  -0.98  1.87
C  -6.22  -1.47  0.75
C  -5.44  -2.68  1.24
C  -6.18  -3.95  1.24
C  -6.76  -4.20  -0.15
C  -7.62  -3.03  -0.61
N  -6.83  -1.78  -0.52
O  -7.40  -0.73  -1.20
C  -7.97  -3.36  -2.06
C  -8.98  -3.05  0.12
C  -5.07  -0.45  0.60
H  -7.45  0.05  1.65
H  -6.54  -1.05  2.76
H  -8.00  -1.64  2.07
H  -4.49  -2.85  0.73
H  -5.07  -2.65  2.27
H  -7.00  -3.92  1.95
H  -5.44  -4.70  1.54
H  -7.38  -5.10  -0.12
H  -5.95  -4.46  -0.84
H  -8.28  -4.41  -2.15
H  -8.83  -2.81  -2.42
H  -7.11  -3.30  -2.73
H  -8.97  -3.77  0.94
H  -9.38  -2.10  0.48
H  -9.75  -3.47  -0.53
H  -4.34  -0.74  -0.15
H  -4.54  -0.24  1.53
H  -5.53  0.49  0.30
C  5.65  -0.60  3.35
C  5.87  0.12  1.98
C  7.39  0.38  1.94
C  7.94  0.76  0.56
C  7.54  -0.21  -0.48
C  6.01  -0.47  -0.45
N  5.51  -0.77  0.90
O  4.20  -1.18  0.92
C  5.36  0.72  -1.21
C  5.84  -1.69  -1.39
C  5.27  1.54  1.99
H  6.14  -1.56  3.35
H  4.57  -0.69  3.47
H  6.06  0.02  4.15
H  7.72  1.16  2.63
H  8.04  -0.45  2.24
H  9.02  0.95  0.50
H  7.84  1.79  0.19
H  8.08  -1.16  -0.32
H  8.00  0.06  -1.43
H  5.72  0.86  -2.23
H  4.31  0.48  -1.38
H  5.39  1.60  -0.57
H  6.15  -2.65  -0.98
H  4.75  -1.75  -1.50
H  6.26  -1.68  -2.39
H  5.37  2.03  2.96
H  4.22  1.61  1.68
H  5.80  2.21  1.32
C  0.41  -4.55  -5.00
C  0.67  -5.98  -4.39
C  0.69  -6.96  -5.60
C  1.98  -6.93  -6.39
C  3.05  -7.42  -5.47
C  3.24  -6.44  -4.32
N  1.92  -6.20  -3.65
O  2.05  -5.34  -2.56
C  4.20  -7.15  -3.30
C  3.93  -5.18  -4.81
C  -0.54  -6.36  -3.55
H  0.48  -3.83  -4.19
H  -0.61  -4.37  -5.37
H  1.03  -4.21  -5.83
H  0.51  -8.00  -5.32
H  -0.09  -6.81  -6.35
H  2.26  -6.03  -6.93
H  1.86  -7.72  -7.14
H  3.99  -7.62  -6.00
H  2.77  -8.44  -5.16
H  4.30  -6.74  -2.30
H  3.94  -8.20  -3.12
H  5.26  -7.03  -3.54
H  3.31  -4.58  -5.48
H  4.15  -4.43  -4.04
H  4.94  -5.33  -5.18
H  -1.45  -6.38  -4.15
H  -0.60  -5.70  -2.68
H  -0.44  -7.37  -3.13
C  5.16  7.27  1.64
C  4.13  6.21  2.02
C  4.35  5.97  3.51
C  3.32  5.10  4.20
C  1.89  5.63  3.97
C  1.59  5.86  2.45
N  2.73  6.63  1.78
O  2.47  6.94  0.46
C  1.28  4.48  1.90
C  0.32  6.71  2.32
C  4.51  4.90  1.21
H  6.21  7.05  1.81
H  4.93  8.23  2.09
H  5.16  7.45  0.56
H  5.36  5.68  3.77
H  4.24  6.96  3.98
H  3.45  5.06  5.28
H  3.49  4.09  3.81
H  1.81  6.53  4.58
H  1.25  4.82  4.33
H  0.41  4.03  2.38
H  1.09  4.52  0.83
H  2.15  3.83  2.00
H  -0.50  6.46  2.99
H  0.65  7.71  2.63
H  -0.03  6.68  1.29
H  5.53  4.65  1.51
H  4.59  5.12  0.15
H  3.93  3.99  1.34
C  -4.88  3.45  6.72
C  -3.62  2.94  6.01
C  -2.52  3.46  6.95
C  -1.13  2.80  6.74
C  -1.35  1.25  6.66
C  -2.42  0.79  5.64
N  -3.69  1.47  5.93
O  -4.83  0.96  5.24
C  -1.88  0.96  4.22
C  -2.51  -0.68  5.99
C  -3.53  3.75  4.66
H  -4.85  4.53  6.84
H  -4.99  3.03  7.73
H  -5.80  3.19  6.20
H  -2.38  4.54  6.86
H  -2.83  3.28  7.98
H  -0.54  3.21  7.56
H  -0.62  3.20  5.86
H  -1.56  0.83  7.64
H  -0.36  0.86  6.42
H  -2.56  0.55  3.48
H  -1.51  1.96  3.99
H  -0.94  0.41  4.15
H  -3.18  -1.19  5.29
H  -1.63  -1.32  5.86
H  -2.89  -0.83  7.00
H  -4.01  4.72  4.62
H  -3.93  3.25  3.77
H  -2.48  3.87  4.37
Cl  -5.10  -5.17  -3.41
C  -3.90  -3.94  -3.93
C  -3.65  -2.95  -2.79
Cl  -2.90  -3.79  -1.40
H  -4.33  -3.49  -4.83
H  -3.01  -4.49  -4.24
H  -4.66  -2.66  -2.49
H  -3.06  -2.13  -3.17
C  2.70  -0.03  5.93
Cl  2.01  -0.97  4.63
Cl  1.91  -0.42  7.47
Cl  2.56  1.72  5.66
H  3.75  -0.33  5.93
C  -0.96  -3.45  2.73
Cl  -0.32  -3.90  1.15
Cl  -1.96  -4.77  3.27
Cl  -1.98  -2.02  2.56
H  -0.16  -3.39  3.47

These are the Mulliken partial charges, in e, on atoms 1 to 8: C -1.54; C 0.51; C -0.93; O -0.26; C -0.83; N 0.20; H -0.07; H 0.45